No. 1
Molecular formula: C42H69N13O3
Method: DFT, ωB97M-V/def2-TZVPD

The geometry in XYZ format:
```
127
Properties=species:S:1:pos:R:3:mulliken_charge:R:1
C 6.84 -1.38 -1.67 -1.307
C 5.56 -0.74 -1.98 -0.213
N 4.93 -0.14 -0.85 0.351
C 3.57 -0.19 -0.67 -0.679
C 3.36 0.59 0.47 -0.848
N 4.53 1.21 0.88 0.425
C 5.45 0.78 0.05 -0.280
C 4.70 2.07 2.02 -0.829
H 6.89 -1.92 -0.73 0.281
H 7.50 -0.52 -1.53 0.378
H 7.19 -1.98 -2.51 0.436
H 4.95 -1.62 -2.21 0.233
H 5.50 -0.12 -2.88 0.312
H 2.89 -0.83 -1.21 0.589
H 2.45 0.77 1.02 0.703
H 6.50 1.00 0.04 0.443
H 4.72 1.50 2.95 0.308
H 3.84 2.75 2.04 0.289
H 5.63 2.63 2.01 0.371
C -2.76 -6.82 4.50 -1.019
C -3.30 -6.42 3.15 -0.486
N -2.53 -5.33 2.51 0.247
C -3.00 -4.07 2.14 -0.870
C -2.05 -3.41 1.39 -0.257
N -1.11 -4.37 1.14 0.222
C -1.29 -5.47 1.89 -0.276
C -0.02 -4.18 0.23 -0.706
H -2.40 -6.01 5.13 0.183
H -2.02 -7.62 4.44 0.370
H -3.56 -7.27 5.08 0.400
H -4.32 -6.03 3.12 0.368
H -3.40 -7.32 2.55 0.348
H -4.05 -3.88 2.32 0.556
H -2.14 -2.47 0.87 0.642
H -0.62 -6.32 1.93 0.426
H -0.39 -4.82 -0.57 0.454
H 0.95 -4.56 0.56 0.161
H -0.02 -3.15 -0.13 0.161
C 2.96 -2.34 2.06 -0.751
C 3.39 -3.76 2.55 -0.754
N 4.72 -4.13 2.00 0.430
C 5.92 -3.46 2.23 -0.354
C 6.93 -4.13 1.64 -0.663
N 6.41 -5.35 1.21 0.119
C 5.07 -5.36 1.48 -0.102
C 7.12 -6.44 0.49 -0.844
H 3.74 -1.63 2.32 0.448
H 2.00 -2.01 2.46 -0.102
H 2.89 -2.45 0.98 0.343
H 2.64 -4.51 2.34 0.447
H 3.51 -3.54 3.61 0.367
H 5.80 -2.49 2.70 0.491
H 7.93 -3.77 1.45 0.508
H 4.29 -6.03 1.17 0.374
H 7.69 -7.04 1.20 0.338
H 7.71 -6.02 -0.32 0.354
H 6.49 -7.16 -0.03 0.344
C 1.99 4.15 -0.43 -1.011
C 1.68 5.32 -1.46 -0.436
N 0.26 5.58 -1.55 0.388
C -0.37 6.11 -2.62 -0.737
C -1.70 6.44 -2.33 -0.381
N -1.91 6.06 -1.00 0.151
C -0.68 5.52 -0.56 -0.375
C -3.10 6.34 -0.12 -0.906
H 3.06 4.13 -0.26 0.390
H 1.69 3.21 -0.90 0.254
H 1.53 4.36 0.54 0.340
H 2.00 4.98 -2.44 0.330
H 2.21 6.22 -1.14 0.337
H 0.13 6.33 -3.55 0.637
H -2.51 6.97 -2.83 0.557
H -0.56 5.30 0.49 0.393
H -3.98 5.99 -0.65 0.376
H -3.05 7.33 0.34 0.350
H -3.07 5.69 0.75 0.346
C 0.66 -4.52 7.06 -0.828
C 0.49 -3.03 7.36 -0.764
N 0.08 -2.31 6.20 0.201
C 0.89 -1.70 5.27 -0.515
C 0.04 -1.09 4.38 -0.656
N -1.29 -1.37 4.71 0.263
C -1.24 -2.17 5.86 -0.249
C -2.51 -1.00 4.02 -0.657
H 1.31 -5.00 7.79 0.386
H 1.16 -4.57 6.10 0.208
H -0.32 -5.00 7.16 0.290
H 1.46 -2.64 7.68 0.371
H -0.10 -2.83 8.26 0.425
H 1.96 -1.82 5.24 0.559
H 0.29 -0.54 3.49 0.720
H -2.02 -2.75 6.34 0.444
H -2.32 -0.61 3.02 0.178
H -3.09 -0.24 4.54 0.317
H -3.08 -1.94 4.00 0.305
C -1.48 2.18 -2.78 -1.403
N -2.37 2.70 -3.83 0.142
C -2.11 3.93 -4.47 -0.792
C -3.20 4.46 -5.19 -0.731
C -4.43 3.78 -5.40 0.596
C -4.51 2.49 -4.84 -0.960
C -3.46 2.00 -4.05 -0.188
C -5.48 4.43 -6.14 1.034
C -5.72 5.77 -6.05 -0.764
C -6.94 6.24 -6.61 -0.256
N -7.70 5.48 -7.42 0.020
C -7.31 4.24 -7.76 -0.306
C -6.24 3.64 -7.04 -0.747
C -8.83 6.20 -8.16 -0.851
H -0.52 2.69 -2.79 0.224
H -1.34 1.11 -2.89 0.635
H -1.92 2.38 -1.80 0.350
H -1.15 4.40 -4.56 0.724
H -3.14 5.37 -5.76 0.634
H -5.42 1.91 -4.84 0.460
H -3.59 1.07 -3.50 0.445
H -5.13 6.28 -5.30 0.459
H -7.27 7.26 -6.44 0.355
H -7.94 3.75 -8.48 0.407
H -6.06 2.58 -7.12 0.445
H -9.24 7.08 -7.68 0.292
H -9.63 5.54 -8.51 0.311
H -8.37 6.46 -9.11 0.425
N -0.38 0.25 0.17 0.761
O 0.07 -0.62 0.91 -0.358
O -0.13 1.42 0.37 -0.599
O -1.19 -0.04 -0.73 -0.642
```

2S+1: 2
Net charge: +5
M, g/mol: 804.10



No. 2
Molecular formula: C19H35As3N6Ti
Method: DFT, ωB97M-V/def2-TZVPD

The geometry in XYZ format:
```
64
Properties=species:S:1:pos:R:3:mulliken_charge:R:1
Ti -0.21 0.37 1.40 0.005
C 3.00 -1.06 0.23 -1.260
As 1.07 -1.39 0.34 1.015
C 0.95 -2.96 1.56 -1.200
C 0.19 -2.17 -1.26 -1.406
C 0.01 -1.34 -2.57 1.674
C -0.80 -2.30 -3.59 -1.525
C -1.04 -0.20 -2.28 -1.718
As -0.76 1.18 -0.88 1.417
C -2.61 1.85 -0.79 -1.166
C 0.04 2.74 -1.71 -1.391
C 1.22 -0.74 -3.27 -1.715
As 3.13 -1.60 -3.18 0.190
C 2.77 -3.49 -3.67 -0.996
C 3.47 -0.97 -5.04 -1.148
H 3.42 -1.96 -0.34 0.373
H 3.45 -1.12 1.20 0.530
H 3.07 -0.13 -0.41 0.374
H 1.40 -3.92 1.25 0.397
H -0.09 -3.19 1.70 0.374
H 1.27 -2.74 2.56 0.473
H -0.85 -2.44 -1.00 0.518
H 0.74 -3.10 -1.50 0.438
H -1.63 -2.78 -3.03 0.440
H -0.11 -3.15 -3.82 0.394
H -1.15 -1.68 -4.46 0.430
H -1.95 -0.73 -1.89 0.473
H -1.37 0.32 -3.19 0.533
H -3.15 1.58 -1.71 0.420
H -2.56 2.96 -0.77 0.409
H -3.20 1.51 0.10 0.320
H -0.46 3.60 -1.28 0.546
H -0.29 2.72 -2.81 0.386
H 1.09 2.76 -1.56 0.401
H 1.40 0.26 -2.83 0.412
H 0.97 -0.60 -4.31 0.644
H 3.71 -4.03 -3.89 0.430
H 2.03 -3.55 -4.52 0.273
H 2.39 -4.00 -2.80 0.296
H 3.35 0.11 -5.13 0.332
H 2.73 -1.51 -5.64 0.368
H 4.34 -1.39 -5.46 0.457
N 1.81 3.08 1.76 -0.450
C 0.70 3.09 2.68 0.305
N 0.46 4.14 3.47 -0.489
C -0.47 3.96 4.42 0.353
N -0.55 4.96 5.33 -0.287
N -1.24 2.84 4.50 -0.497
C -1.00 1.88 3.62 -0.080
N -0.07 1.99 2.62 0.049
C -1.93 0.76 3.66 0.743
C -3.00 0.68 4.60 -0.474
C -3.93 -0.35 4.46 -0.433
C -3.75 -1.30 3.44 -0.846
C -2.69 -1.19 2.56 -0.167
N -1.82 -0.15 2.65 -0.023
H 2.40 3.87 1.92 0.326
H 2.37 2.24 1.96 0.219
H -0.06 5.78 5.01 0.309
H -1.40 5.02 5.89 0.303
H -3.08 1.41 5.44 0.478
H -4.78 -0.33 5.18 0.440
H -4.47 -2.11 3.28 0.429
H -2.49 -1.96 1.82 0.572
```

2S+1: 2
Net charge: +3
Energy above the lowest of the compared OMol25 structures with the same formula, charge and spin, kJ/mol: 46.4
M, g/mol: 620.16



No. 3
Molecular formula: C19H28NO4Sn
Method: DFT, ωB97M-V/def2-TZVPD

The geometry in XYZ format:
```
53
Properties=species:S:1:pos:R:3:mulliken_charge:R:1
O 0.52 0.24 -6.78 -0.258
C 0.46 1.55 -7.48 -0.574
C 0.40 0.96 -8.87 -0.813
H 1.37 2.11 -7.23 0.391
H -0.44 2.16 -7.30 0.175
C 0.45 -0.37 -8.10 1.502
H 1.29 1.21 -9.46 0.320
H -0.55 1.10 -9.39 0.314
C 1.72 -1.11 -8.48 -1.709
H 2.59 -0.44 -8.36 0.366
H 1.70 -1.40 -9.54 0.382
H 1.85 -2.01 -7.87 0.372
C -0.81 -1.21 -8.20 -1.660
H -1.69 -0.64 -7.90 0.365
H -0.69 -2.09 -7.55 0.369
H -1.00 -1.57 -9.22 0.385
Sn 0.17 -0.07 -0.70 1.278
C -2.31 -0.27 0.96 -0.664
C -1.53 0.91 0.77 -0.891
C -1.70 1.34 -0.61 -0.451
H -1.05 1.51 1.54 0.579
C -2.61 0.40 -1.23 -0.731
C -2.97 -0.56 -0.26 -0.612
H -3.69 -1.36 -0.42 0.393
H -2.45 -0.81 1.89 0.415
H -1.43 2.31 -1.01 0.816
H -3.01 0.50 -2.24 0.427
C 1.43 -1.88 1.18 -0.755
C 0.97 -2.95 0.38 -0.437
C 1.35 -2.72 -0.97 -0.738
H 0.48 -3.85 0.76 0.395
C 2.03 -1.45 -1.05 -0.616
C 2.11 -0.93 0.32 -0.618
H 2.81 -0.14 0.64 0.643
H 1.39 -1.80 2.26 0.403
H 1.25 -3.42 -1.81 0.401
H 2.62 -1.06 -1.88 0.643
O 0.56 0.87 -2.90 -0.480
C -0.27 0.09 -3.81 -0.417
C -1.02 1.13 -4.62 -0.378
H -0.93 -0.59 -3.24 0.519
H 0.41 -0.54 -4.42 0.122
C 0.11 2.15 -4.77 -0.283
H -1.84 1.62 -4.05 0.435
H -1.41 0.70 -5.55 0.141
C 0.60 2.27 -3.35 -0.630
H -0.18 3.06 -5.30 0.417
H 0.89 1.65 -5.36 0.032
H -0.03 2.89 -2.68 0.146
H 1.64 2.60 -3.25 0.321
O 1.72 3.01 1.32 -0.556
N 1.03 2.13 0.87 0.259
O 1.31 1.77 -0.40 -0.455
```

Net charge: -1
Energy above the lowest of the compared OMol25 structures with the same formula, charge and spin, kJ/mol: 0.0
M, g/mol: 453.15



No. 4
Molecular formula: C34H28ClCrN7O2
Method: DFT, ωB97M-V/def2-TZVPD

The geometry in XYZ format:
```
73
Properties=species:S:1:pos:R:3:mulliken_charge:R:1
Cr -0.43 -0.42 -0.03 -0.403
Cl 0.54 -6.29 -4.19 -0.218
C 0.58 -5.00 -3.04 -0.029
C 1.11 -5.24 -1.76 -0.645
C 1.10 -4.24 -0.83 -0.755
C 0.56 -2.97 -1.10 -0.036
O 0.57 -2.05 -0.19 -0.071
C 0.02 -2.74 -2.40 0.770
C -0.56 -1.51 -2.79 -0.246
N -0.84 -0.50 -1.99 1.854
C -1.43 0.63 -2.50 -0.291
C -2.19 0.71 -3.67 -0.286
C -2.75 1.92 -4.07 -1.227
C -2.56 3.07 -3.33 -0.831
C -1.81 3.04 -2.15 0.710
C -1.59 4.16 -1.32 -0.975
C -0.80 4.01 -0.20 -1.337
C -0.25 2.77 0.10 -0.073
N -0.49 1.68 -0.61 0.870
C -1.24 1.80 -1.73 0.169
C 0.07 -3.77 -3.36 -1.176
H 1.52 -6.21 -1.53 0.484
H 1.51 -4.42 0.16 0.498
H -0.79 -1.41 -3.84 0.318
H -2.40 -0.18 -4.24 0.498
H -3.35 1.95 -4.96 0.404
H -2.99 4.01 -3.65 0.483
H -2.01 5.11 -1.58 0.490
H -0.59 4.86 0.44 0.495
H 0.43 2.66 0.93 0.467
H -0.29 -3.59 -4.36 0.451
C 1.48 0.48 2.55 -1.175
N 0.09 0.09 2.29 0.140
C -0.92 0.95 2.91 -1.325
C -2.16 0.88 2.09 -0.319
N -2.19 0.43 0.85 1.322
C -3.50 0.49 0.44 -0.368
C -4.11 0.06 -0.73 -0.076
C -5.47 0.25 -0.84 -1.269
C -6.23 0.82 0.19 -0.584
C -5.65 1.21 1.38 -1.208
C -4.27 1.04 1.49 0.742
N -3.39 1.26 2.52 -0.062
C 2.31 0.32 1.32 0.110
N 1.83 0.24 0.11 0.760
C 2.90 0.12 -0.74 0.047
C 2.98 -0.01 -2.12 -0.181
C 4.24 -0.08 -2.68 -0.940
C 5.41 -0.02 -1.90 -0.487
C 5.35 0.11 -0.53 -1.138
C 4.09 0.17 0.03 0.435
N 3.67 0.28 1.34 -0.118
H 1.92 -0.12 3.37 0.497
H 1.52 1.52 2.87 0.389
H -0.05 -0.86 2.61 0.203
H -0.56 1.98 2.93 0.394
H -1.14 0.66 3.95 0.562
H -3.54 -0.45 -1.49 0.561
H -5.98 -0.07 -1.74 0.472
H -7.29 0.93 0.06 0.434
H -6.23 1.61 2.19 0.463
H -3.62 1.63 3.44 0.278
H 2.09 -0.06 -2.73 0.429
H 4.34 -0.19 -3.75 0.448
H 6.37 -0.08 -2.39 0.411
H 6.24 0.14 0.08 0.424
H 4.27 0.32 2.15 0.248
C -1.61 -2.78 1.77 -2.155
C -1.59 -2.02 0.46 1.664
O -2.25 -2.36 -0.48 -0.615
H -1.75 -3.84 1.57 0.487
H -2.46 -2.44 2.36 0.322
H -0.69 -2.65 2.33 0.418
```

2S+1: 2
Net charge: +1
Energy above the lowest of the compared OMol25 structures with the same formula, charge and spin, kJ/mol: 10.7
M, g/mol: 654.09



No. 5
Molecular formula: C8H16CrN4O18
Method: DFT, ωB97M-V/def2-TZVPD

The geometry in XYZ format:
```
47
Properties=species:S:1:pos:R:3:mulliken_charge:R:1
Cr 18.51 31.23 10.40 0.741
N 18.79 33.31 7.67 0.699
O 19.54 32.94 6.77 -0.615
O 18.89 32.82 8.84 -0.241
O 17.92 34.20 7.47 -0.655
N 19.99 29.15 8.53 0.696
O 18.95 29.63 9.12 -0.386
O 20.57 28.19 9.05 -0.577
O 20.33 29.60 7.44 -0.605
N 17.75 28.66 12.37 0.799
O 17.73 29.91 12.05 -0.340
O 18.78 28.02 12.22 -0.579
O 16.72 28.17 12.87 -0.692
N 21.38 30.95 12.00 0.785
O 21.93 31.77 12.78 -0.664
O 21.77 29.81 11.90 -0.591
O 20.42 31.38 11.29 -0.405
C 13.30 29.30 11.57 -1.295
C 14.70 29.37 10.96 0.035
O 14.52 29.88 9.62 -0.408
C 15.42 30.69 9.11 0.906
O 16.42 31.09 9.66 0.336
O 15.05 31.03 7.89 -0.440
C 15.90 31.89 7.17 -0.595
H 12.75 28.53 11.03 0.288
H 12.79 30.25 11.43 0.325
H 13.39 29.06 12.63 0.367
H 15.10 28.36 10.88 0.272
H 15.44 29.94 11.50 0.183
H 15.83 32.94 7.46 0.301
H 15.66 31.80 6.12 0.270
H 16.95 31.62 7.29 0.152
C 20.46 34.50 14.17 -1.510
C 19.63 33.68 13.23 0.131
O 18.42 34.45 12.94 -0.385
C 17.58 33.96 12.07 0.759
O 17.71 32.96 11.41 -0.367
O 16.45 34.67 12.08 -0.408
C 15.50 34.29 11.08 -0.393
H 21.35 33.98 14.51 0.378
H 19.90 34.76 15.08 0.354
H 20.80 35.42 13.70 0.314
H 19.29 32.71 13.58 0.269
H 20.16 33.53 12.30 0.236
H 15.49 33.23 10.83 -0.018
H 15.60 34.92 10.20 0.285
H 14.53 34.52 11.53 0.290
```

2S+1: 5
Net charge: -2
Energy above the lowest of the compared OMol25 structures with the same formula, charge and spin, kJ/mol: 0.0
M, g/mol: 508.22



No. 6
Molecular formula: C2H4N4O2
Method: DFT, ωB97M-V/def2-TZVPD

The geometry in XYZ format:
```
12
Properties=species:S:1:pos:R:3:mulliken_charge:R:1
H -1.23 2.08 0.14 0.265
N -0.35 1.68 -0.11 -0.650
C -0.29 0.42 0.03 0.597
C 0.98 -0.39 0.01 0.312
N 2.23 0.12 0.05 -0.501
N 0.67 -1.51 -0.30 -0.348
O -0.77 -1.71 0.05 -0.204
N -1.28 -0.33 0.46 0.035
O -2.43 0.00 -0.26 -0.462
H 3.12 -0.62 0.19 0.285
H 2.45 1.15 -0.24 0.272
H -3.11 -0.90 -0.01 0.398
```

SMILES: [H]/N=c1/c(N)non1O
Energy above the lowest of the compared OMol25 structures with the same formula, charge and spin, kJ/mol: 588.1
M, g/mol: 116.08



No. 7
Molecular formula: C38H56N2O13S
Method: DFT, ωB97M-V/def2-TZVPD

The geometry in XYZ format:
```
110
Properties=species:S:1:pos:R:3:mulliken_charge:R:1
C 1.05 3.53 -1.33 -2.397
C 1.51 2.31 -2.08 1.395
C 2.39 2.45 -3.11 -0.434
C 2.83 1.28 -3.82 0.962
N 3.67 1.29 -4.84 -0.793
S 3.81 -0.27 -5.26 0.111
N 2.86 -0.95 -4.17 -0.677
C 2.33 0.01 -3.39 0.300
C 1.42 -0.13 -2.32 -1.385
C 1.00 1.01 -1.68 0.828
O 0.11 1.04 -0.67 -0.516
C -0.66 -0.16 -0.49 -1.413
C -1.58 -0.48 -1.65 2.130
C -1.80 -2.01 -1.62 -1.780
C -2.93 0.28 -1.64 -1.103
C -2.90 1.45 -2.64 2.055
C -2.68 2.77 -1.86 -1.295
C -4.17 1.56 -3.48 -1.959
H 0.21 3.35 -0.67 0.398
H 1.85 3.93 -0.70 0.460
H 0.76 4.32 -2.01 0.404
H 2.74 3.43 -3.39 0.546
H 1.04 -1.09 -2.03 0.593
H -0.01 -0.99 -0.22 0.412
H -1.28 0.01 0.39 0.263
H -1.11 -0.28 -2.61 -0.115
H -2.03 -2.32 -0.60 0.120
H -2.58 -2.34 -2.30 0.502
H -0.83 -2.46 -1.86 0.386
H -3.68 -0.42 -1.99 0.560
H -3.24 0.60 -0.65 0.080
H -2.06 1.36 -3.32 -0.736
H -3.03 2.69 -0.83 0.287
H -3.15 3.62 -2.35 0.444
H -1.61 2.96 -1.81 0.085
H -4.06 2.39 -4.17 0.452
H -4.29 0.66 -4.08 0.438
H -5.07 1.74 -2.89 0.362
O -5.07 -1.38 0.60 -0.588
C -4.38 -1.60 1.56 0.448
O -3.03 -1.62 1.49 -0.083
C -2.47 -2.02 2.77 -0.545
C -3.56 -1.71 3.78 -0.043
C -4.83 -1.93 2.97 -0.630
H -2.24 -3.08 2.72 0.137
H -1.56 -1.46 2.95 0.365
H -3.49 -2.32 4.67 -0.030
H -3.50 -0.67 4.09 0.276
H -5.16 -2.98 2.99 0.298
H -5.65 -1.28 3.28 0.345
O -0.11 -3.37 3.39 -0.594
C 0.37 -4.36 2.91 0.659
O 0.16 -5.59 3.43 -0.358
C 0.94 -6.56 2.71 -0.477
C 1.22 -5.93 1.35 -0.629
C 1.28 -4.45 1.71 0.097
H 1.86 -6.75 3.27 0.265
H 0.38 -7.49 2.64 0.341
H 2.11 -6.32 0.87 0.338
H 0.37 -6.12 0.69 0.292
H 2.28 -4.14 2.00 0.232
H 0.92 -3.81 0.90 -0.146
O -1.24 4.14 -5.46 -0.608
C -0.79 3.13 -5.93 0.415
O -1.08 1.90 -5.44 -0.232
C -0.32 0.90 -6.13 0.194
C 0.06 1.54 -7.46 -0.648
C 0.19 3.01 -7.08 -0.447
H 0.56 0.65 -5.52 -0.335
H -0.93 0.01 -6.25 0.407
H 0.97 1.11 -7.90 0.350
H -0.75 1.41 -8.18 0.303
H 1.19 3.26 -6.72 0.243
H -0.09 3.68 -7.89 0.341
O -5.19 -2.43 6.79 -0.571
C -4.15 -2.57 7.36 0.602
O -2.99 -2.01 6.93 -0.311
C -1.89 -2.45 7.75 -0.424
C -2.52 -2.89 9.06 -0.477
C -3.89 -3.41 8.60 -0.464
H -1.39 -3.27 7.23 0.253
H -1.19 -1.63 7.87 0.302
H -1.93 -3.62 9.60 0.330
H -2.66 -2.03 9.71 0.259
H -3.85 -4.46 8.31 0.255
H -4.66 -3.25 9.34 0.297
O 5.69 -4.58 0.13 -0.604
C 5.64 -3.48 -0.34 0.475
O 4.50 -2.94 -0.83 -0.346
C 4.77 -1.66 -1.42 0.350
C 6.07 -1.19 -0.78 -0.594
C 6.79 -2.51 -0.53 -0.428
H 4.86 -1.79 -2.50 0.049
H 3.93 -0.99 -1.22 -0.152
H 6.62 -0.49 -1.40 0.351
H 5.85 -0.71 0.17 0.331
H 7.38 -2.83 -1.39 0.249
H 7.42 -2.48 0.36 0.321
O 3.92 5.53 2.54 -0.579
C 3.23 6.25 1.89 0.511
O 3.27 6.27 0.53 -0.372
C 2.41 7.31 0.03 -0.363
C 1.40 7.56 1.14 -0.476
C 2.22 7.27 2.39 -0.395
H 3.01 8.19 -0.19 0.299
H 1.93 6.96 -0.89 0.287
H 0.97 8.56 1.11 0.342
H 0.58 6.84 1.07 0.223
H 2.77 8.15 2.74 0.255
H 1.63 6.85 3.20 0.292
```

Energy above the lowest of the compared OMol25 structures with the same formula, charge and spin, kJ/mol: 0.0
M, g/mol: 780.93



No. 8
Molecular formula: CH4N4O2
Method: DFT, ωB97M-V/def2-TZVPD

The geometry in XYZ format:
```
11
Properties=species:S:1:pos:R:3:mulliken_charge:R:1
O -0.07 3.03 0.79 -0.576
N -0.77 2.12 1.16 1.101
O -1.88 2.12 1.68 -0.621
N -0.21 0.81 1.03 -0.045
C 0.61 0.32 -0.19 -0.063
N -0.59 -0.38 -0.54 -0.400
N -0.93 -0.34 0.92 -0.438
H 1.48 -0.33 0.10 0.229
H 1.03 1.06 -0.95 0.239
H -0.44 -1.35 -0.85 0.270
H -2.00 -0.23 1.11 0.304
```

SMILES: O=[N+]([O-])N1CNN1
Energy above the lowest of the compared OMol25 structures with the same formula, charge and spin, kJ/mol: 485.6
M, g/mol: 104.07



So what do the calculations give for total energy? Going down the list: -2577.413144, -8629.331786, -1310.598385, -3350.760117, -2931.964781, -447.878420, -2967.462746, -409.763821 Ha.